1.
Below is a molecular structure, C8H17N9S3V at a distorted geometry, with properties calculated with the ωB97M-V functional and the def2-TZVPD basis.

Summary:
Charge: +2
Frontier orbital gap (spin up / spin down) in eV: 7.72 / 7.15
Expectation value of S²: 0.759
Spin multiplicity: 2
E_LUMO (spin up / spin down) in eV: -5.67 / -5.71
Energy above the lowest of the compared OMol25 structures with the same formula, charge and spin in kcal/mol: 4.8

Each line ends with the natural charge from an NBO analysis.
Geometry (Å):
V  0.67107  -0.27876  -0.05538  0.6115
C  -2.07925  2.97349  -2.97256  -0.6757
C  -0.62517  2.86020  -2.70157  0.3720
N  0.30876  3.64184  -3.12872  -0.2033
N  1.47136  3.14797  -2.57815  -0.3431
C  1.27082  2.08903  -1.81533  0.2617
S  2.32220  1.14499  -0.89330  -0.0830
N  -0.05392  1.88389  -1.88115  -0.2410
N  -0.62897  0.77635  -1.23089  -0.5920
H  -2.25486  3.85257  -3.58711  0.2858
H  -2.64125  3.08042  -2.04264  0.2413
H  -2.45306  2.09557  -3.50381  0.2504
H  2.35339  3.59087  -2.77868  0.4525
H  -0.90011  0.08598  -1.92395  0.4104
H  -1.45470  1.06987  -0.71979  0.4113
N  2.74757  -3.13614  -2.60348  -0.7230
C  2.00054  -2.92106  -1.54057  0.3954
N  2.30679  -3.51845  -0.39520  -0.7430
S  0.60793  -1.88332  -1.67515  -0.1799
H  3.54413  -3.75503  -2.59543  0.4228
H  2.51459  -2.69491  -3.47789  0.4392
H  3.06755  -4.17695  -0.32510  0.4234
H  1.67681  -3.44702  0.38028  0.4234
C  -2.67904  -2.24645  3.06285  -0.5948
C  -1.14723  -2.24091  3.21332  -0.4580
C  -0.57895  -0.90537  2.87169  0.1362
N  -0.10884  -0.55014  1.72321  -0.3499
N  0.29396  0.76851  1.63051  -0.3837
C  0.12698  1.42341  2.74634  0.2782
N  0.41555  2.71569  2.92042  -0.7570
S  -0.56625  0.41957  3.98821  0.4787
H  -3.08150  -3.18849  3.43135  0.2481
H  -2.96567  -2.13570  2.01754  0.2157
H  -3.13266  -1.43748  3.63780  0.2195
H  -0.70700  -2.98448  2.54994  0.2368
H  -0.87512  -2.48993  4.23815  0.2510
H  0.87190  3.22924  2.18448  0.4295
H  0.36168  3.14111  3.82977  0.4326


2.
Below is a molecular structure, C19H27LaN2 at a distorted geometry, with properties calculated with the ωB97M-V functional and the def2-TZVPD basis.

Summary:
Charge: +2
Frontier orbital gap (spin up / spin down) in eV: 6.40 / 5.59
E_LUMO (spin up / spin down) in eV: -8.60 / -9.27
Energy above the lowest of the compared OMol25 structures with the same formula, charge and spin in kcal/mol: 43.2

Each line ends with the Löwdin charge.
Geometry (Å):
C  1.42690  2.16369  -1.48677  -0.2316
H  2.30053  2.60673  -0.98960  0.0655
H  1.73591  1.86662  -2.50319  0.0682
H  1.15476  -1.01880  1.63036  -0.0655
C  0.23087  3.09771  -1.52006  -0.3435
H  -0.57942  2.63722  -2.11622  0.1004
H  -0.18225  3.23551  -0.49541  0.1018
C  0.51775  4.49882  -2.11595  -0.0704
H  -0.38719  5.11278  -2.03909  0.0920
H  1.33711  4.99423  -1.57894  0.0875
H  0.79241  4.43323  -3.17777  0.0907
C  -0.85803  -1.80464  -0.26144  -0.2399
C  -1.51633  -1.03052  -1.25117  -0.2098
C  -0.57431  -0.70020  -2.25574  -0.1872
C  0.67949  -1.28360  -1.90381  -0.3002
C  0.49806  -2.00050  -0.67381  -0.3597
C  1.53777  -2.78953  0.05532  -0.0695
C  1.92509  -1.22410  -2.71811  -0.0089
C  -0.87418  -0.04674  -3.55609  0.0158
C  -2.98442  -0.82895  -1.33506  -0.0138
C  -1.50788  -2.45493  0.90627  0.0054
La  1.06741  0.37982  0.31648  2.0133
H  2.77940  -1.64792  -2.17676  0.0874
H  1.79360  -1.81165  -3.63954  0.1224
H  2.18659  -0.19766  -3.01691  0.0774
H  2.55157  -2.59446  -0.31596  0.0875
H  1.55277  -2.56370  1.13731  0.0396
H  1.34676  -3.87148  -0.00073  0.1203
H  -2.46207  -1.96788  1.14842  0.0887
H  -1.71317  -3.52044  0.69803  0.1287
H  -0.86926  -2.39295  1.79727  0.0849
H  -3.24303  0.00745  -1.99255  0.0847
H  -3.50150  -1.71842  -1.73029  0.1180
H  -3.41715  -0.62102  -0.35026  0.0836
H  -0.19189  0.79030  -3.75910  0.0916
H  -0.77564  -0.76171  -4.38875  0.1253
H  -1.89901  0.34193  -3.58175  0.0912
N  2.85617  -0.66918  6.06862  0.2101
C  1.95615  -0.37057  5.37699  -0.1317
C  0.81964  0.06189  4.57215  -0.1777
C  -0.49412  -0.09261  5.00508  0.0494
C  -1.54943  0.23161  4.13954  0.0056
C  -1.26071  0.71145  2.86225  -0.0995
N  0.01914  0.95180  2.47072  -0.1730
C  1.04246  0.56688  3.28812  -0.1631
H  -0.68694  -0.46104  6.01563  0.1504
H  -2.58559  0.13416  4.44885  0.1300
H  -2.04161  0.95601  2.13625  0.1273
H  2.04683  0.66539  2.85715  0.1000


3.
Below is 2 unconnected molecules or ions with the total composition C8H14 at a distorted geometry, with properties calculated with the ωB97M-V functional and the def2-TZVPD basis.

Summary:
Charge: 0
Frontier orbital gap (spin up / spin down) in eV: 9.37 / 5.88
E_LUMO (spin up / spin down) in eV: 0.98 / -0.80
Energy above the lowest of the compared OMol25 structures with the same formula, charge and spin in kcal/mol: 142.2

Each line ends with the natural charge from an NBO analysis.
Geometry (Å):
C  2.35938  -0.05093  -0.10134  -0.0940
C  1.14463  0.25013  -0.43823  0.0264
C  1.86653  1.36205  0.27432  -0.4343
C  3.59429  -0.82706  0.04223  -0.6520
C  -1.80479  -1.53306  0.27099  -0.6876
C  -2.00819  0.28862  -1.50378  -0.6783
C  -1.82097  0.92371  0.98238  -0.6825
C  -1.77149  -0.09259  -0.09190  0.2095
H  1.67707  1.57483  1.32513  0.1675
H  2.22363  2.22518  -0.28229  0.1707
H  3.74453  -1.10408  1.08943  0.2277
H  4.45444  -0.23477  -0.27858  0.2265
H  3.55336  -1.73828  -0.55326  0.2317
H  -0.89857  -2.04318  -0.06114  0.2374
H  -1.89068  -1.66575  1.34669  0.2125
H  -2.64457  -2.03149  -0.22208  0.2109
H  -3.08349  0.30305  -1.72449  0.2041
H  -1.54756  -0.42809  -2.17884  0.2232
H  -1.61681  1.27950  -1.71573  0.2225
H  -1.12117  0.67656  1.78048  0.2242
H  -2.82026  0.94735  1.43242  0.2130
H  -1.58931  1.91832  0.60757  0.2208


4.
Below is C3H5NO2 in the gas phase at a distorted geometry, with properties calculated with the ωB97M-V functional and the def2-TZVPD basis.

Summary:
Charge: 0
Frontier orbital gap in eV: 8.73
E_LUMO in eV: 0.73
Energy above the lowest of the compared OMol25 structures with the same formula, charge and spin in kcal/mol: 109.3
SMILES: O=C1CCON1

Each line ends with the natural charge from an NBO analysis.
Geometry (Å):
O  1.33733  -1.86121  0.79602  -0.5740
C  0.85965  -0.86194  0.23158  0.6253
C  0.06448  -0.41371  -0.84726  -0.5607
C  -0.83216  0.83775  -0.39147  -0.0646
O  -0.17738  1.21372  0.82537  -0.3616
N  0.57401  0.27851  1.15134  -0.3498
H  -0.69022  -1.04273  -1.25262  0.2521
H  0.80038  -0.28656  -1.68511  0.2412
H  -0.71697  1.63447  -1.05963  0.2131
H  -1.81377  0.33915  -0.03279  0.1904
H  0.59465  0.16255  2.26457  0.3886


5.
Below is C5H6O in the gas phase at a distorted geometry, with properties calculated with the ωB97M-V functional and the def2-TZVPD basis.

Summary:
Charge: 0
Frontier orbital gap in eV: 10.27
E_LUMO in eV: 1.08
Energy above the lowest of the compared OMol25 structures with the same formula, charge and spin in kcal/mol: 115.1
SMILES: C1=C[C@H]2C[C@@H]1O2

Each line ends with the natural charge from an NBO analysis.
Geometry (Å):
C  -1.27211  0.34135  -0.33895  -0.1869
C  -0.65775  1.18171  0.52894  -0.2535
C  0.69305  0.45035  0.76601  0.0390
C  0.38951  -1.18968  0.59008  -0.3855
C  -0.20753  -0.69304  -0.78051  -0.0222
O  0.99680  0.13800  -0.76127  -0.5416
H  -2.33980  0.27385  -0.89103  0.2283
H  -1.16523  1.89856  1.34397  0.2401
H  1.55323  0.71471  1.39931  0.2262
H  -0.43868  -1.79510  1.06909  0.1963
H  1.45548  -1.71925  0.34928  0.2358
H  -0.71046  -1.02092  -1.77388  0.2242


6.
Below is 2 unconnected molecules or ions with the total composition C15H25BF2NO9, with properties calculated with the ωB97M-V functional and the def2-TZVPD basis.

Summary:
Charge: -1
Frontier orbital gap in eV: 8.93
E_LUMO in eV: 2.37

Each line ends with the natural charge from an NBO analysis.
Geometry (Å):
C  2.59446  2.72382  0.07083  -0.6038
C  1.17185  2.87709  -0.43594  -0.2354
N  1.05310  2.65039  -1.90233  -0.6215
C  0.43031  1.41357  -2.26956  0.2572
C  0.91094  0.19788  -1.46843  -0.4467
C  1.10911  -1.04338  -2.35484  -0.3889
C  0.73013  -2.37652  -1.63939  -0.5142
C  1.95696  -3.18163  -1.31774  0.7989
O  2.42756  -4.03640  -2.03129  -0.5917
O  2.54806  -2.77987  -0.16298  -0.6945
O  -1.03390  1.52275  -2.12591  -0.5738
C  -1.76490  0.77851  -2.98521  0.8181
O  -1.67658  0.89484  -4.18731  -0.5874
C  -2.71671  -0.21352  -2.34556  -0.5141
C  -3.04572  0.02047  -0.86497  -0.3996
C  -3.68724  -1.21796  -0.19412  -0.4390
C  -5.02819  -0.94515  0.50069  -0.0577
O  -5.05301  -1.47275  1.82271  -0.5467
C  -4.88463  -0.48862  2.81931  -0.2477
H  3.25141  3.47002  -0.38401  0.1958
H  2.64368  2.84302  1.15274  0.2366
H  3.02581  1.74901  -0.14605  0.2133
H  0.86808  3.91247  -0.25106  0.1838
H  0.47919  2.25243  0.13478  0.1853
H  0.44729  3.37933  -2.26133  0.3651
H  0.62091  1.23941  -3.33222  0.1848
H  0.14190  -0.02557  -0.72650  0.2115
H  1.83275  0.42682  -0.94371  0.2498
H  2.15742  -1.11491  -2.64960  0.2198
H  0.52470  -0.98011  -3.27423  0.2093
H  0.16735  -2.17114  -0.72816  0.2265
H  0.12088  -2.98677  -2.30603  0.2277
H  2.95534  -3.53654  0.27851  0.5006
H  -3.63453  -0.13885  -2.93488  0.2276
H  -2.31335  -1.21584  -2.51067  0.2308
H  -2.12329  0.29295  -0.35401  0.2252
H  -3.71809  0.87991  -0.80462  0.1979
H  -3.78956  -2.00087  -0.94849  0.1995
H  -3.00986  -1.59605  0.57419  0.2285
H  -5.86934  -1.38539  -0.03889  0.1808
H  -5.19175  0.13701  0.55055  0.1610
H  -4.78167  -1.00455  3.77237  0.1940
H  -5.74156  0.19333  2.85267  0.1601
H  -3.97547  0.10226  2.65521  0.1686
B  4.77619  -0.34210  4.72153  1.2578
O  5.50446  0.48404  3.70335  -0.6602
C  4.66345  0.92216  2.79585  0.6763
O  4.92979  1.60765  1.84299  -0.5947
C  3.25668  0.39778  3.15324  0.6782
O  2.25072  0.60949  2.52458  -0.6061
O  3.35133  -0.31493  4.24988  -0.6600
F  4.88022  0.23320  5.97797  -0.5430
F  5.25735  -1.64214  4.72607  -0.5438


no.,energy (Eh)
1,-2945.915177
2,-880.537961
3,-312.990761
4,-322.400112
5,-269.162762
6,-1543.390247